1.
Below is C47H29Cl2F4N8O3SiTi as an isolated structure in a non-equilibrium geometry, with properties calculated with ωB97M-V/def2-TZVPD.

Results
Gap between HOMO and LUMO ... 3.4 eV
Charge ... -1
LUMO energy ... 0.2 eV
HOMO energy ... -3.20 eV

Last column: Löwdin charge in e.
CARTESIAN COORDINATES (ANGSTROEM)
Ti 0.25 -0.03 1.11  1.18
Cl 4.36 -0.75 -4.78  0.64
C 3.35 -0.97 -3.38  -0.67
C 3.72 -1.91 -2.41  -0.08
C 2.95 -2.10 -1.29  0.02
C 1.81 -1.31 -1.07  -0.33
O 1.11 -1.42 0.01  -0.16
C 1.42 -0.40 -2.08  -0.14
C 0.15 0.25 -1.97  -0.03
N -0.55 0.29 -0.89  0.02
C -1.92 0.69 -0.95  -0.19
C -2.65 0.92 -2.08  0.01
C -4.03 1.22 -2.00  -0.03
C -4.66 1.26 -0.79  -0.02
C -3.94 0.98 0.40  -0.14
C -4.53 0.94 1.68  0.01
C -3.75 0.64 2.77  -0.02
C -2.38 0.40 2.58  -0.09
N -1.82 0.43 1.40  -0.01
C -2.57 0.71 0.31  -0.17
C 2.20 -0.24 -3.24  -0.05
H 4.61 -2.51 -2.57  0.11
H 3.21 -2.84 -0.55  0.13
H -0.26 0.66 -2.89  0.14
H -2.22 0.81 -3.06  0.11
H -4.58 1.38 -2.91  0.12
H -5.73 1.45 -0.73  0.12
H -5.59 1.12 1.79  0.12
H -4.17 0.58 3.76  0.11
H -1.73 0.16 3.42  0.13
H 1.89 0.45 -4.01  0.12
Cl 6.51 -2.66 3.41  0.64
C 4.86 -2.19 3.10  -0.67
C 3.82 -2.90 3.72  -0.08
C 2.52 -2.54 3.49  0.03
C 2.19 -1.46 2.63  -0.32
O 0.94 -1.14 2.50  -0.15
C 3.25 -0.76 1.99  -0.12
C 3.13 0.38 1.13  -0.05
N 2.07 0.91 0.61  0.03
C 2.24 2.05 -0.22  -0.18
C 3.38 2.27 -0.96  -0.01
C 3.55 3.46 -1.70  -0.05
C 2.59 4.43 -1.69  -0.03
C 1.38 4.21 -0.98  -0.14
C 0.34 5.17 -0.92  -0.01
C -0.80 4.89 -0.24  -0.03
C -0.93 3.61 0.34  -0.10
N 0.00 2.70 0.30  0.11
C 1.18 3.00 -0.29  -0.16
C 4.59 -1.15 2.27  -0.06
H 4.04 -3.73 4.37  0.11
H 1.70 -3.07 3.95  0.13
H 4.09 0.85 0.90  0.13
H 4.15 1.51 -1.01  0.12
H 4.46 3.59 -2.27  0.11
H 2.73 5.36 -2.23  0.11
H 0.48 6.12 -1.43  0.12
H -1.61 5.60 -0.17  0.11
H -1.86 3.33 0.83  0.12
H 5.40 -0.61 1.80  0.11
F -1.58 -1.84 -1.78  0.06
C -2.31 -2.87 -2.27  -0.15
C -2.75 -2.73 -3.57  -0.16
F -2.42 -1.56 -4.18  0.06
C -3.48 -3.71 -4.25  -0.08
C -3.66 -4.86 -3.46  -0.16
C -3.22 -4.99 -2.15  -0.16
F -3.49 -6.14 -1.53  0.09
C -2.53 -3.98 -1.47  -0.07
C -2.09 -4.05 -0.08  -0.19
C -1.59 -2.93 0.57  -0.15
N -1.18 -2.00 1.14  0.15
C -2.24 -5.17 0.77  -0.27
N -2.37 -6.05 1.51  0.10
F -4.33 -5.91 -3.96  0.08
C -3.98 -3.55 -5.59  -0.23
C -4.66 -4.56 -6.29  -0.28
N -5.23 -5.36 -6.92  0.09
C -3.87 -2.33 -6.29  -0.29
N -3.81 -1.34 -6.89  0.08
C 2.15 3.43 3.08  -0.15
Si 0.99 2.11 3.74  0.30
C 1.93 1.04 4.95  -0.15
C -0.40 2.97 4.65  -0.16
O 0.35 1.24 2.52  -0.41
H 2.54 4.03 3.90  0.03
H 1.64 4.10 2.38  0.02
H 3.00 2.99 2.55  0.02
H 2.23 1.63 5.83  0.03
H 2.83 0.62 4.51  0.03
H 1.32 0.21 5.30  0.04
H -0.01 3.64 5.42  0.03
H -1.06 2.24 5.14  0.03
H -1.01 3.56 3.96  0.02

---

2.
Below is C47H29Cl4N5Ru as an isolated structure in a non-equilibrium geometry, with properties calculated with ωB97M-V/def2-TZVPD.

Results
Spin multiplicity ... 2
Gap between HOMO and LUMO (spin up / spin down) ... 5.9 / 4.5 eV
Charge ... +1
LUMO energy (spin up / spin down) ... -3.9 / -5.8 eV
Expectation value of S² ... 0.8619
HOMO energy (spin up / spin down) ... -9.76 / -10.26 eV

Last column: Löwdin spin population.
CARTESIAN COORDINATES (ANGSTROEM)
Ru -0.10 -0.16 -0.18  -0.06
Cl -9.39 0.53 0.70  0.00
C -7.66 0.49 0.76  0.00
C -6.99 0.95 1.88  0.00
C -5.61 0.90 1.92  0.00
C -4.88 0.42 0.84  0.00
C -5.57 -0.03 -0.29  0.00
C -6.95 0.00 -0.33  0.00
C -3.39 0.34 0.78  -0.01
C -2.76 1.36 0.05  0.09
C -3.43 2.55 -0.42  0.06
C -2.56 3.18 -1.25  0.03
C -1.36 2.39 -1.28  0.13
C -0.27 2.64 -2.15  -0.02
C -0.62 3.25 -3.47  0.00
C -0.88 2.32 -4.48  0.00
C -1.30 2.72 -5.73  0.00
C -1.44 4.08 -6.00  0.00
Cl -1.95 4.59 -7.56  0.00
C -1.17 5.02 -5.02  0.00
C -0.77 4.60 -3.75  0.00
C 0.96 2.00 -2.06  0.08
N 1.23 0.86 -1.36  -0.01
C 2.46 0.43 -1.78  0.12
C 2.97 -0.86 -1.60  0.00
C 4.06 -1.29 -2.52  0.00
C 3.68 -1.73 -3.79  0.00
C 4.62 -2.13 -4.72  0.00
C 5.97 -2.10 -4.38  0.00
Cl 7.15 -2.63 -5.52  0.00
C 6.37 -1.66 -3.13  0.00
C 5.41 -1.25 -2.20  0.00
C 2.35 -1.87 -0.85  0.09
C 2.89 -3.18 -0.65  0.06
C 1.97 -3.89 0.05  0.03
C 0.86 -3.01 0.27  0.12
N 1.11 -1.78 -0.26  -0.01
C -0.33 -3.40 0.93  -0.01
C -1.40 -2.55 1.23  0.08
C -2.63 -2.99 1.87  0.05
C -3.48 -1.94 1.83  0.03
C -2.78 -0.85 1.17  0.12
N -1.51 -1.24 0.85  -0.02
C -0.53 -4.86 1.14  0.00
C -0.39 -5.48 2.37  0.00
C -0.62 -6.84 2.51  0.00
C -1.03 -7.58 1.41  0.00
Cl -1.32 -9.27 1.57  0.00
C -1.19 -6.97 0.17  0.00
C -0.93 -5.62 0.04  0.00
C 3.05 1.43 -2.66  0.02
C 2.12 2.38 -2.86  0.05
N -1.49 1.31 -0.46  -0.01
H -7.56 1.34 2.71  0.00
H -5.09 1.26 2.81  0.00
H -5.01 -0.40 -1.13  0.00
H -7.48 -0.35 -1.21  0.00
H -4.42 2.87 -0.16  0.00
H -2.74 4.10 -1.79  0.00
H -0.79 1.26 -4.26  0.00
H -1.53 1.99 -6.50  0.00
H -1.27 6.07 -5.24  0.00
H -0.56 5.34 -2.99  0.00
H 2.62 -1.75 -4.05  0.00
H 4.32 -2.48 -5.70  0.00
H 7.42 -1.64 -2.88  0.00
H 5.73 -0.91 -1.23  0.00
H 3.86 -3.52 -0.99  0.00
H 2.04 -4.91 0.39  0.00
H -2.81 -3.97 2.27  0.00
H -4.49 -1.89 2.21  0.00
H -0.07 -4.89 3.23  0.00
H -0.48 -7.33 3.46  0.00
H -1.51 -7.56 -0.68  0.00
H -1.05 -5.13 -0.92  0.00
H 4.04 1.37 -3.07  0.00
H 2.19 3.27 -3.45  0.00
C 1.34 3.01 4.17  0.00
C 1.84 1.58 3.92  0.00
C 1.28 1.05 2.70  0.00
N 0.81 0.67 1.73  0.00
H 1.78 3.39 5.10  0.00
H 0.26 3.03 4.26  0.00
H 1.63 3.67 3.35  0.00
H 1.55 0.93 4.75  0.00
H 2.93 1.56 3.84  0.00

---

Question: What is the charge in the second record?
Answer: +1

---

Question: The lowest charge belongs to which entry?
Answer: C47H29Cl2F4N8O3SiTi